Entry 1:
{"formula": "C35H39ClN4O4Y", "method": "wB97M-V/def2-TZVPD", "gap_ev": [2.7, 2.7], "homo_ev": [-0.28, -0.28], "max_force_ev_per_a": 6.25, "e_tot_ev": -64643.1476, "total_charge": -1, "elements": ["Y", "Cl", "N", "N", "C", "C", "C", "C", "C", "C", "H", "H", "H", "H", "H", "H", "C", "C", "C", "C", "H", "H", "H", "H", "H", "H", "O", "H", "H", "O", "H", "H", "C", "C", "C", "H", "H", "C", "C", "H", "C", "C", "C", "C", "H", "C", "H", "H", "H", "H", "H", "H", "H", "H", "O", "C", "N", "C", "C", "O", "N", "C", "C", "C", "C", "C", "C", "C", "C", "C", "C", "C", "C", "H", "H", "H", "H", "H", "H", "H", "H", "H", "H", "H"], "coordinates": [[-1.0643, -0.1618, -1.2751], [-3.3977, -0.8498, 0.0340], [0.3106, 1.8877, -1.6901], [0.0636, -2.4050, -1.4259], [-0.4863, 2.7786, -2.2609], [-0.4643, -3.1829, -2.3414], [1.5310, 2.6439, -1.3154], [0.9823, 4.0687, -1.1861], [2.5575, 2.5842, -2.4359], [2.1152, 2.0997, -0.0351], [2.1365, 2.9291, -3.3910], [2.9117, 1.5537, -2.5632], [3.4176, 3.2234, -2.1848], [1.3669, 2.1640, 0.7564], [2.9969, 2.6893, 0.2476], [2.4136, 1.0510, -0.1635], [1.1951, -3.1720, -0.8230], [1.1113, -4.5410, -1.5037], [0.9770, -3.3195, 0.6618], [2.5076, -2.4665, -1.1211], [2.6467, -2.3599, -2.2054], [3.3477, -3.0445, -0.7095], [2.5151, -1.4668, -0.6661], [-0.0392, -3.6797, 0.8558], [1.0912, -2.3574, 1.1681], [1.6972, -4.0338, 1.0858], [0.0287, -4.3904, -2.4912], [0.8091, -5.3571, -0.8283], [2.0148, -4.8465, -2.0524], [-0.2180, 4.0467, -2.0563], [1.6305, 4.8762, -1.5600], [0.6268, 4.2914, -0.1702], [-1.6150, 2.3575, -3.1594], [-1.5663, -2.6806, -3.2308], [-1.0683, -1.4227, -3.8944], [-2.4603, -2.5070, -2.5976], [-1.8007, -3.4012, -4.0010], [-1.1735, -0.1548, -3.4209], [-1.1364, 1.1172, -3.8896], [-3.0604, -0.0768, -0.8968], [-0.3854, 1.1163, -5.0565], [-0.0144, -0.1227, -5.5854], [-0.1157, 2.3916, -5.7200], [-0.3033, -1.3769, -5.0550], [0.4685, -0.1074, -6.5239], [0.0084, -2.6415, -5.7150], [0.4730, -2.4028, -6.6390], [-0.8948, -3.2099, -5.9174], [0.6721, -3.2686, -5.1322], [-1.0153, 2.9901, -5.8033], [0.2371, 2.1621, -6.6954], [0.6359, 2.9755, -5.2038], [-1.8289, 3.1266, -3.8859], [-2.5199, 2.1845, -2.5353], [-1.0519, 2.8105, 0.9011], [-0.9915, 1.7971, 1.6162], [-1.1474, 1.7959, 2.9960], [-0.8026, 0.5261, 3.5857], [-0.7195, -0.3347, 2.2926], [-0.6632, -1.5410, 2.3054], [-0.7876, 0.4817, 1.1893], [0.5445, 0.6277, 4.3181], [1.6188, -0.2091, 4.0103], [2.8430, -0.0566, 4.6765], [2.9833, 0.9049, 5.6775], [1.8910, 1.7105, 6.0226], [0.6714, 1.5671, 5.3516], [-1.9261, 0.0320, 4.4926], [-1.7056, -0.4745, 5.7802], [-2.7916, -0.8818, 6.5650], [-4.0927, -0.8004, 6.0663], [-4.3098, -0.2988, 4.7766], [-3.2255, 0.1022, 3.9883], [-1.1546, 2.6798, 3.4821], [1.4898, -1.0049, 3.2742], [3.6757, -0.7053, 4.4020], [3.9362, 1.0239, 6.1969], [1.9719, 2.4514, 6.8183], [-0.1900, 2.1675, 5.6546], [-0.6893, -0.5460, 6.1713], [-2.6016, -1.2633, 7.5694], [-4.9359, -1.1283, 6.6769], [-5.3173, -0.2184, 4.3692], [-3.3906, 0.4837, 2.9782]], "atomic_forces_ev_per_a": [[1.3, 0.3, 3.5], [-1.4, -3.7, 4.3], [-0.6, 1.2, -1.2], [-0.1, -1.8, -1.2], [0.5, -2.3, 0.2], [0.0, 2.1, 1.3], [-0.5, 0.0, 0.3], [-0.7, 0.3, 0.0], [0.2, -0.2, -0.3], [0.1, 0.2, 0.4], [0.1, -0.1, 0.2], [-0.1, 0.2, -0.1], [-0.2, -0.2, -0.1], [0.2, -0.1, 0.0], [-0.1, -0.2, 0.1], [-0.1, 0.2, 0.0], [-0.3, 0.3, 0.1], [-0.5, -0.5, -0.6], [0.1, 0.0, 0.5], [0.2, 0.1, -0.2], [0.0, 0.0, 0.2], [-0.1, 0.1, -0.1], [0.0, -0.2, -0.1], [0.2, 0.1, 0.1], [-0.1, -0.2, -0.1], [-0.1, 0.1, -0.1], [0.7, -0.9, 0.1], [0.1, 0.4, -0.2], [-0.3, 0.2, 0.1], [0.9, 1.0, 0.3], [-0.2, -0.4, 0.1], [0.1, -0.1, -0.3], [1.2, -0.3, 0.5], [0.7, 0.0, 0.5], [1.6, 1.3, -2.2], [0.3, 0.2, -0.4], [-0.1, -0.4, 0.0], [-4.5, 0.1, 4.4], [1.3, -0.6, -2.3], [0.0, 3.4, -4.3], [-1.4, 0.3, 0.7], [0.5, -0.1, -0.3], [0.3, 0.3, -0.6], [-1.4, -0.3, 0.5], [0.7, 0.0, -1.1], [0.3, -0.4, -0.7], [0.6, -0.2, -1.1], [-0.1, -0.2, -0.1], [0.2, -0.2, 0.2], [-0.2, 0.2, -0.1], [0.5, 0.3, -1.2], [0.2, 0.3, 0.1], [-0.1, 0.5, 0.0], [0.0, -0.5, -0.1], [0.1, -1.1, 1.0], [0.0, -0.2, -0.5], [0.0, 0.7, -0.5], [0.2, 0.2, 0.5], [-0.6, 1.5, -0.9], [0.2, -0.7, 0.2], [0.3, 0.5, 0.8], [-0.2, -0.3, 0.0], [0.2, 0.2, 0.2], [-0.3, 0.1, 0.0], [-0.1, 0.0, -0.1], [-0.3, -0.1, -0.2], [0.6, -0.1, 0.0], [0.0, -0.2, 0.2], [-0.3, 0.0, -0.2], [0.1, 0.0, -0.2], [0.1, 0.1, -0.1], [0.4, 0.0, -0.1], [-0.4, -0.1, 0.4], [0.1, -0.2, 0.0], [0.0, 0.3, 0.1], [-0.2, 0.2, 0.1], [-0.3, 0.0, -0.1], [0.1, -0.2, -0.2], [0.3, -0.1, -0.2], [-0.3, 0.0, -0.1], [-0.1, 0.1, -0.2], [0.2, 0.1, -0.2], [0.2, -0.1, 0.1], [0.0, -0.1, 0.3]]}

=====

Entry 2:
{"formula": "C3H5N3O", "method": "wB97M-V/def2-TZVPD", "gap_ev": 9.1, "homo_ev": -8.85, "max_force_ev_per_a": 2.19, "relative_energy_ev": 2.8111, "e_tot_ev": -9707.7727, "elements": ["C", "C", "N", "N", "C", "O", "N", "H", "H", "H", "H", "H"], "coordinates": [[0.0314, -0.6346, -1.4392], [-0.8928, 0.0624, -0.4828], [-0.5074, 1.3162, -0.4226], [0.0724, 1.4261, 0.7917], [0.2359, 0.1692, 1.4186], [0.9903, -0.1512, 2.3028], [-0.7715, -0.5507, 0.7716], [0.9316, -0.5034, -0.7133], [0.1442, -0.0957, -2.3833], [-0.1215, -1.7051, -1.5763], [0.6684, 2.2273, 0.9283], [-0.7812, -1.5604, 0.8045]], "atomic_forces_ev_per_a": [[0.6, -0.2, 0.0], [0.2, 0.3, 0.1], [0.0, -0.3, 0.1], [0.0, 0.2, 0.6], [-0.5, 0.5, 0.8], [-0.4, 0.3, -0.2], [0.4, -0.1, 0.1], [-0.5, -0.6, -2.1], [0.2, -0.2, 0.2], [-0.2, 0.1, -0.1], [0.0, -0.1, 0.2], [0.2, 0.2, 0.2]]}

=====

Entry 3:
{"formula": "C4H10N2O2", "method": "wB97M-V/def2-TZVPD", "gap_ev": 10.0, "homo_ev": -9.35, "max_force_ev_per_a": 4.18, "relative_energy_ev": 3.2386, "e_tot_ev": -11383.6642, "elements": ["C", "N", "C", "O", "C", "N", "C", "O", "H", "H", "H", "H", "H", "H", "H", "H", "H", "H"], "coordinates": [[2.2849, -0.2053, -0.7750], [1.3250, 0.8015, -0.6018], [0.3348, 0.7844, 0.2740], [-0.2299, 1.7811, 0.6532], [-0.4637, -0.5838, 0.6957], [-1.1148, -0.6809, 2.0379], [-1.4992, -0.8070, -0.4039], [-0.7892, -0.6334, -1.6048], [3.3493, 0.0299, -0.6792], [2.1599, -0.5873, -1.7955], [2.0514, -0.9786, -0.0566], [1.6263, 1.7926, -0.8780], [0.0538, -1.5277, 0.4934], [-0.3431, -0.4377, 2.6454], [-1.8571, 0.0275, 1.8412], [-1.7946, -1.8284, -0.5282], [-2.3559, -0.2308, -0.4072], [-0.1498, -1.4144, -1.8195]], "atomic_forces_ev_per_a": [[0.3, -1.8, -1.1], [1.9, 3.7, -0.4], [-2.8, -1.6, 1.4], [-0.2, 1.2, 0.3], [0.1, -1.3, -0.5], [0.4, 0.9, -3.0], [2.4, -1.6, -0.8], [1.7, -0.9, -2.7], [-0.3, 0.6, 0.3], [0.3, -0.5, 0.1], [0.2, -0.5, -0.1], [-0.9, -2.0, 0.7], [1.1, 0.4, 0.7], [-0.8, 0.7, 0.8], [1.0, -0.2, 1.8], [-0.7, -0.8, 1.3], [-1.6, 1.7, 0.0], [-2.0, 2.0, 1.0]]}

=====

Entry 4:
{"formula": "C4H6N2O2", "method": "wB97M-V/def2-TZVPD", "gap_ev": 8.3, "homo_ev": -7.76, "max_force_ev_per_a": 8.38, "relative_energy_ev": 8.7107, "e_tot_ev": -11312.3312, "elements": ["C", "C", "C", "C", "H", "H", "H", "H", "H", "H", "N", "N", "O", "O"], "coordinates": [[0.2459, 1.3150, 0.7439], [-0.7811, 0.3984, 0.3445], [0.0913, -1.5240, -1.0143], [0.6812, 0.1560, -0.0978], [0.2731, 2.9550, -0.6287], [0.6190, 1.1222, 1.8093], [-1.2823, 0.7843, -0.6150], [-0.7747, -1.3733, 1.6831], [-0.1500, -2.2083, -2.0573], [1.3492, -0.2845, 0.8541], [-1.0955, -0.9353, 0.8446], [-0.5699, -1.9084, 0.0369], [0.4041, 2.6277, 0.3612], [0.8709, -0.5229, -1.2455]], "atomic_forces_ev_per_a": [[2.6, 2.4, 0.3], [0.6, -2.6, -1.7], [-3.1, -7.2, -3.0], [2.9, 1.0, 6.1], [0.1, -2.0, 3.1], [-0.4, 1.1, -1.6], [0.0, -1.1, 1.6], [-0.4, 1.6, 1.9], [1.6, 1.5, 3.2], [-1.8, -0.5, -3.0], [-1.8, 0.4, 1.1], [0.0, -0.1, -4.3], [-1.0, 2.3, -1.7], [0.7, 3.0, -1.9]]}

=====

Entry 5:
{"formula": "C2H2Cl3F", "method": "wB97M-V/def2-TZVPD", "gap_ev": 11.7, "homo_ev": -10.99, "max_force_ev_per_a": 1.84, "relative_energy_ev": 0.1781, "e_tot_ev": -42391.0965, "elements": ["F", "C", "Cl", "Cl", "C", "Cl", "H", "H"], "coordinates": [[0.1203, 0.5842, 1.5903], [0.5763, 0.2564, 0.3783], [1.5926, -1.1251, 0.5443], [1.5151, 1.5315, -0.3292], [-0.6537, -0.0647, -0.5133], [-1.4883, -1.4860, 0.2764], [-1.4032, 0.7406, -0.5098], [-0.2591, -0.4370, -1.4370]], "atomic_forces_ev_per_a": [[0.0, 0.7, 0.7], [-1.5, -0.4, -0.6], [0.8, -1.0, 0.1], [0.2, 1.0, -0.3], [0.1, -0.9, 1.6], [0.0, 0.6, -0.5], [0.7, -0.2, -0.4], [-0.3, 0.2, -0.7]]}

=====

Entry 6:
{"formula": "C6H13FN3", "method": "wB97M-V/def2-TZVPD", "gap_ev": 9.6, "homo_ev": -13.06, "max_force_ev_per_a": 4.24, "relative_energy_ev": 3.3319, "e_tot_ev": -13610.8024, "total_charge": 1, "elements": ["C", "C", "C", "C", "C", "C", "N", "N", "N", "F", "H", "H", "H", "H", "H", "H", "H", "H", "H", "H", "H", "H", "H"], "coordinates": [[-2.8621, 0.8990, -0.9622], [-2.0380, 0.0399, -0.5150], [2.6248, 0.0160, -0.4437], [-1.7620, -0.2201, 0.8598], [0.2332, 0.6999, 0.0947], [-0.1849, -0.4345, 0.9268], [3.2137, -1.0762, -0.7045], [0.2872, -1.6556, 0.3663], [0.3772, 1.9029, 0.5548], [3.5041, 1.0906, -0.5215], [-3.0040, 0.8606, -2.0492], [-3.4786, 1.5896, -0.4116], [-1.5908, -0.5933, -1.2002], [-2.2664, -1.1997, 0.9823], [-2.1682, 0.5147, 1.5336], [0.1600, 0.5383, -0.9434], [0.3067, -0.2536, 1.9257], [4.2864, -1.0323, -0.8940], [0.0898, -1.8706, -0.6415], [0.2287, -2.4685, 1.0288], [2.7575, -1.9947, -0.5248], [0.7578, 2.7190, 0.0196], [0.5278, 1.9287, 1.5193]], "atomic_forces_ev_per_a": [[-2.3, 2.0, -2.9], [-0.2, -0.2, 0.5], [-0.8, 2.4, 0.5], [1.0, -2.1, 1.5], [1.4, 0.6, -0.6], [-0.1, 0.7, 1.4], [3.3, -1.5, -0.3], [0.5, -2.0, -0.1], [0.7, 0.7, -1.5], [-0.8, -1.5, -0.1], [-0.3, 0.5, 0.4], [0.1, 0.1, 0.3], [0.8, -1.3, -1.4], [0.5, 0.3, 0.9], [0.0, 0.3, 0.3], [0.2, 0.3, -1.0], [-0.9, -0.6, -0.6], [-2.3, -0.4, 0.3], [-0.1, 0.2, 1.8], [-0.2, 1.2, -1.4], [0.4, 1.3, -0.3], [-0.8, -1.3, 0.4], [0.1, 0.6, 1.8]]}

=====

Entry 7:
{"formula": "C5H13ClNS", "method": "wB97M-V/def2-TZVPD", "gap_ev": 8.5, "homo_ev": -13.36, "max_force_ev_per_a": 5.25, "relative_energy_ev": 1.8951, "e_tot_ev": -30234.0787, "total_charge": 1, "elements": ["C", "C", "C", "C", "C", "N", "S", "Cl", "H", "H", "H", "H", "H", "H", "H", "H", "H", "H", "H", "H", "H"], "coordinates": [[-0.0075, 1.2274, -1.2405], [-1.4500, -0.1349, 0.2582], [-0.2090, -1.2958, -1.4409], [1.3879, 0.8300, 1.5959], [1.5451, -0.3724, 0.6960], [-0.2510, -0.0567, -0.5685], [2.7727, 0.4751, 2.7935], [2.7700, -0.4296, -0.4431], [0.9159, 1.1362, -1.7324], [-0.7612, 1.5641, -1.9073], [-0.0908, 1.8984, -0.3796], [-1.2777, -0.9316, 0.9548], [-1.6579, 0.9800, 0.6276], [-2.2687, -0.4444, -0.3374], [0.7039, -1.2275, -2.0990], [-0.2085, -2.2357, -0.9945], [-1.0349, -1.3020, -2.0298], [0.5927, 1.0193, 2.3334], [1.7292, 1.7282, 1.1241], [1.1670, -1.2240, 1.0652], [2.3163, -0.7246, 3.1798]], "atomic_forces_ev_per_a": [[-1.0, -0.8, 2.2], [0.6, 3.2, 0.4], [3.4, 2.8, -0.5], [1.7, -0.9, 1.0], [-1.6, 4.9, -1.2], [1.4, -2.6, -0.1], [0.4, 0.0, -0.1], [0.0, 0.0, 0.2], [1.3, 0.5, -0.5], [-0.9, -0.2, -0.9], [0.8, 0.6, -0.5], [-0.2, 0.1, 1.1], [0.3, -2.8, -0.1], [-1.1, -0.1, -0.7], [-1.0, -0.1, 0.6], [0.2, -1.3, 1.8], [-2.5, 0.3, -2.1], [-0.5, -0.6, -1.3], [-0.1, 0.6, -0.4], [-1.1, -3.4, 1.0], [-0.1, 0.0, 0.1]]}

=====

Entry 8:
{"formula": "C10H16OS", "method": "wB97M-V/def2-TZVPD", "gap_ev": 9.0, "homo_ev": -8.33, "max_force_ev_per_a": 6.16, "relative_energy_ev": 3.4336, "e_tot_ev": -23508.9195, "elements": ["C", "C", "C", "C", "C", "C", "O", "C", "C", "H", "H", "H", "H", "H", "H", "H", "H", "H", "H", "C", "S", "C", "H", "H", "H", "H", "H", "H"], "coordinates": [[-3.5526, 1.7107, 0.6961], [-2.0977, 1.1494, 0.8996], [-1.6051, 0.1196, 0.0018], [-1.2493, -1.0504, 0.6296], [-0.7777, -2.1100, -0.2004], [-0.1239, -1.9316, -1.3833], [0.6623, -2.9446, -1.7117], [-0.4928, -0.6845, -2.0028], [-1.3797, 0.2164, -1.4389], [-4.4282, 1.1849, 1.2577], [-3.8192, 1.6988, -0.4123], [-3.8168, 2.7435, 1.0566], [-1.3338, 2.0441, 0.8233], [-2.0248, 0.7692, 1.9780], [-1.3484, -1.2390, 1.6027], [-0.7220, -3.1668, 0.3157], [0.7619, -3.0605, -2.6839], [-0.4165, -0.5879, -3.0841], [-1.7512, 1.0401, -2.0293], [3.4537, 0.6929, -0.7717], [3.6013, 1.5493, 0.8053], [3.1898, 0.4101, 2.0615], [2.6162, 0.0746, -0.7761], [3.1003, 1.4281, -1.5911], [4.3938, -0.0912, -1.0903], [2.1908, 0.2800, 2.2749], [3.7626, 0.4272, 2.9646], [3.2068, -0.6723, 1.8088]], "atomic_forces_ev_per_a": [[-2.0, 0.0, -0.4], [-0.2, 3.5, 2.2], [0.3, -0.9, -1.4], [0.4, -0.8, -6.1], [0.8, -2.1, 3.7], [-2.5, 2.3, 1.3], [1.2, -1.0, -2.6], [-0.6, -1.2, -1.6], [0.9, -0.4, 2.7], [1.8, 0.0, -1.1], [0.3, 0.0, 1.4], [1.2, -0.6, -0.4], [-1.5, -1.4, 0.3], [0.0, 0.6, -1.5], [-0.8, -0.5, 3.7], [0.2, 2.1, -1.1], [0.0, 0.3, 0.9], [0.7, 0.0, 0.0], [0.0, 0.1, 0.1], [2.1, -0.8, -1.8], [0.6, 1.2, -0.8], [0.6, -3.2, -0.4], [-1.5, -1.4, 0.5], [1.5, -0.8, 1.3], [-2.4, 2.7, 0.8], [-2.7, 1.3, 0.9], [0.5, 0.7, 0.4], [1.3, 0.3, -0.8]]}